1.
A structure of composition C30H41F5N5O2PbSSi2Te. Source: the Open Molecules 2025 dataset; level of theory: ωB97M-V/def2-TZVPD.

Properties
**E_tot**: -3529.21672 a.u.
**Max |F|**: 0.7 eV/A
**HOMO level**: -9.3154 eV
**HOMO-LUMO gap**: 0.22263 Eh
**Total charge**: +1
**Energy relative to the best compared isomer or geometry (same formula, charge and spin)**: 322.18 kJ/mol

Atoms and positions in Å:
Pb  -0.431  -0.420  0.954
C  -0.993  -3.614  1.789
Si  0.851  -3.504  1.420
C  1.691  -4.596  2.673
C  1.147  -4.075  -0.320
C  1.411  -1.714  1.621
C  1.195  -1.307  3.045
C  2.109  -1.396  4.105
C  1.725  -1.004  5.371
C  0.435  -0.523  5.597
C  -0.416  -0.439  4.520
N  -0.040  -0.822  3.292
Si  3.099  -1.353  0.891
C  4.366  -2.676  1.266
C  2.921  -1.238  -0.968
C  3.708  0.277  1.580
H  -1.354  -4.635  1.630
H  -1.600  -2.971  1.135
H  -1.209  -3.340  2.826
H  1.285  -5.611  2.602
H  1.520  -4.239  3.693
H  2.772  -4.658  2.512
H  0.583  -4.995  -0.512
H  2.205  -4.291  -0.505
H  0.821  -3.329  -1.058
H  3.104  -1.781  3.919
H  2.426  -1.077  6.195
H  0.108  -0.220  6.583
H  -1.429  -0.067  4.621
H  4.038  -3.655  0.903
H  4.580  -2.769  2.336
H  5.307  -2.435  0.759
H  3.071  -2.215  -1.438
H  3.670  -0.553  -1.380
H  1.932  -0.883  -1.282
H  4.045  0.187  2.618
H  2.902  1.016  1.554
H  4.546  0.662  0.988
F  -0.008  -0.303  -2.946
C  -0.203  -1.705  -2.729
F  -1.009  -1.657  -1.505
C  -1.209  -2.101  -3.778
F  -2.278  -1.244  -3.995
F  -0.619  -2.217  -4.974
F  -1.767  -3.277  -3.454
N  -3.640  -0.695  -1.711
C  -3.478  0.409  -2.423
N  -4.488  0.935  -3.119
O  -2.313  0.959  -2.349
H  -4.475  -1.250  -1.791
H  -2.781  -1.148  -1.415
H  -5.378  0.476  -3.190
H  -4.310  1.763  -3.664
Te  -1.487  2.223  -3.786
C  -1.150  1.126  -5.461
C  -2.025  0.811  -6.475
C  -1.372  0.225  -7.579
C  -0.016  0.130  -7.389
S  0.464  0.705  -5.872
H  -3.092  0.976  -6.420
H  -1.874  -0.103  -8.478
H  0.719  -0.264  -8.077
C  2.145  6.110  0.941
N  1.591  4.917  1.573
N  1.525  3.690  0.944
C  0.748  2.844  1.704
O  0.560  1.644  1.377
C  0.304  3.603  2.813
C  0.839  4.861  2.687
C  0.662  6.063  3.551
C  2.338  3.329  -0.174
C  1.756  2.623  -1.215
C  2.536  2.210  -2.283
C  3.889  2.519  -2.319
C  4.464  3.233  -1.274
C  3.694  3.629  -0.190
H  2.396  5.886  -0.089
H  3.043  6.445  1.459
H  1.405  6.909  0.954
H  -0.317  3.237  3.615
H  0.100  5.795  4.442
H  0.115  6.846  3.023
H  1.625  6.475  3.857
H  0.703  2.381  -1.179
H  2.079  1.637  -3.081
H  4.501  2.195  -3.151
H  5.521  3.464  -1.289
H  4.150  4.147  0.645


2.
A structure of composition C30H41IrN5S3Si. Source: the Open Molecules 2025 dataset; level of theory: ωB97M-V/def2-TZVPD.

Properties
**E_tot**: -3029.12458 a.u.
**Max |F|**: 0.5 eV/A
**HOMO level**: -15.7150 eV
**HOMO-LUMO gap**: 0.23221 Eh
**Total charge**: +3
**Energy relative to the best compared isomer or geometry (same formula, charge and spin)**: 5.15 kJ/mol

Atoms and positions in Å:
Ir  -0.042  -2.005  0.239
S  1.634  -1.196  -1.097
C  0.894  0.245  -1.655
N  1.546  1.298  -2.024
C  0.804  2.489  -2.481
C  -0.491  2.607  -1.725
N  -1.251  1.343  -1.842
C  -2.737  1.465  -1.839
C  -3.207  2.282  -3.014
C  -3.201  1.721  -4.288
C  -3.660  2.455  -5.371
C  -4.109  3.757  -5.185
C  -4.112  4.320  -3.918
C  -3.655  3.585  -2.832
C  -0.606  0.233  -1.726
S  -1.309  -1.328  -1.588
C  3.031  1.419  -1.990
C  3.462  2.275  -0.826
C  3.535  1.735  0.457
C  3.983  2.514  1.511
C  4.335  3.842  1.296
C  4.257  4.384  0.023
C  3.816  3.604  -1.037
H  0.628  2.410  -3.557
H  1.422  3.364  -2.295
H  -1.092  3.410  -2.145
H  -0.317  2.805  -0.664
H  -3.015  1.940  -0.896
H  -3.157  0.465  -1.866
H  -2.859  0.701  -4.434
H  -3.677  2.012  -6.358
H  -4.454  4.335  -6.031
H  -4.476  5.328  -3.772
H  -3.673  4.020  -1.838
H  3.337  1.876  -2.931
H  3.463  0.422  -1.939
H  3.263  0.699  0.628
H  4.077  2.082  2.498
H  4.679  4.451  2.121
H  4.564  5.407  -0.152
H  3.781  4.030  -2.035
C  -1.914  1.675  4.143
Si  -0.276  1.053  4.779
C  1.136  2.064  4.098
C  -0.243  1.023  6.629
C  -0.072  -0.740  4.125
C  0.049  -1.832  4.988
C  0.150  -3.145  4.522
C  0.140  -3.362  3.170
N  0.054  -2.331  2.307
C  -0.057  -1.066  2.778
S  -0.196  -0.003  1.373
H  -1.968  2.759  4.270
H  -2.739  1.237  4.708
H  -2.072  1.452  3.086
H  0.888  3.126  4.157
H  1.366  1.831  3.056
H  2.041  1.904  4.689
H  -0.393  2.043  6.991
H  0.716  0.675  7.020
H  -1.038  0.407  7.054
H  0.063  -1.658  6.058
H  0.234  -3.980  5.203
H  0.194  -4.361  2.756
N  -0.198  -6.367  -2.357
C  1.146  -5.887  -1.880
C  1.064  -4.409  -1.522
N  0.034  -4.132  -0.494
C  -1.282  -4.636  -0.962
C  -1.252  -6.118  -1.312
H  -0.158  -7.363  -2.591
H  -0.449  -5.875  -3.218
H  1.883  -6.059  -2.662
H  1.416  -6.491  -1.013
H  0.822  -3.808  -2.402
H  2.038  -4.085  -1.160
H  0.286  -4.645  0.350
H  -1.575  -4.047  -1.833
H  -2.030  -4.475  -0.187
H  -2.217  -6.444  -1.696
H  -1.001  -6.729  -0.445


3.
A structure of composition C30H41N2O2PtTe. Source: the Open Molecules 2025 dataset; level of theory: ωB97M-V/def2-TZVPD.

Properties
**E_tot**: -1814.93149 a.u.
**Max |F|**: 0.5 eV/A
**HOMO level**: -11.3516 eV
**HOMO-LUMO gap**: 0.30255 Eh
**Total charge**: +1
**Energy relative to the best compared isomer or geometry (same formula, charge and spin)**: 81.22 kJ/mol

Atoms and positions in Å:
Pt  -0.131  -1.685  -1.143
C  5.431  2.614  -2.017
C  4.434  2.776  -0.871
C  5.188  2.654  0.462
C  3.782  4.163  -0.971
C  3.341  1.719  -0.917
C  3.277  0.723  -1.882
C  2.245  -0.189  -1.845
N  1.274  -0.166  -0.922
C  1.323  0.766  0.053
C  2.342  1.704  0.052
C  0.298  0.745  1.148
C  0.246  1.750  2.105
C  -0.689  1.701  3.137
C  -1.550  0.612  3.141
C  -1.440  -0.343  2.143
N  -0.541  -0.291  1.169
C  -0.722  2.804  4.188
C  0.630  2.833  4.915
C  -1.829  2.578  5.216
C  -0.963  4.152  3.493
H  6.190  3.393  -1.945
H  4.949  2.714  -2.992
H  5.943  1.651  -1.977
H  5.982  3.400  0.501
H  5.643  1.668  0.567
H  4.535  2.821  1.319
H  4.554  4.933  -0.950
H  3.100  4.354  -0.141
H  3.223  4.268  -1.903
H  4.017  0.634  -2.662
H  2.182  -0.983  -2.574
H  2.379  2.438  0.839
H  0.927  2.585  2.062
H  -2.305  0.490  3.903
H  -2.114  -1.192  2.132
H  0.836  1.877  5.400
H  0.619  3.608  5.683
H  1.453  3.052  4.234
H  -1.686  1.647  5.769
H  -2.817  2.559  4.752
H  -1.821  3.393  5.940
H  -0.164  4.399  2.792
H  -1.006  4.947  4.238
H  -1.908  4.148  2.946
C  -2.561  -0.730  -3.936
Te  -1.681  0.087  -2.191
C  -3.424  -0.035  -0.990
H  -3.257  -1.510  -3.645
H  -1.770  -1.150  -4.551
H  -3.074  0.066  -4.470
H  -4.164  0.681  -1.337
H  -3.122  0.199  0.028
H  -3.803  -1.051  -1.045
C  -4.878  -3.819  -2.553
C  -3.447  -3.823  -2.101
C  -2.416  -3.957  -3.044
C  -1.093  -3.969  -2.672
C  0.005  -4.213  -3.663
C  -0.772  -3.821  -1.288
C  -1.807  -3.712  -0.323
C  -1.491  -3.855  1.142
C  -3.133  -3.688  -0.761
C  0.639  -4.134  -0.777
O  1.094  -5.239  -0.706
O  1.192  -3.010  -0.377
H  -5.010  -4.429  -3.446
H  -5.210  -2.806  -2.801
H  -5.538  -4.196  -1.773
H  -2.671  -4.074  -4.091
H  -0.354  -4.104  -4.685
H  0.393  -5.225  -3.534
H  0.841  -3.531  -3.505
H  -1.164  -4.881  1.327
H  -2.373  -3.667  1.751
H  -0.678  -3.204  1.458
H  -3.927  -3.624  -0.026


4.
A structure of composition C30H41N3O3P2Zr at a distorted geometry. Source: the Open Molecules 2025 dataset; level of theory: ωB97M-V/def2-TZVPD.

Properties
**E_tot**: -2287.61952 a.u.
**Max |F|**: 6.4 eV/A
**HOMO level (alpha / beta)**: -6.1857 / -6.1853 eV
**HOMO-LUMO gap (alpha / beta)**: 0.24515 / 0.24513 Eh

Atoms and positions in Å:
Zr  -0.051  -1.050  -1.274
P  2.651  -1.013  -1.731
P  -2.809  -0.524  -1.240
N  -0.092  -0.218  -3.057
H  0.767  -2.314  -0.279
C  3.315  -2.438  -2.664
H  4.406  -2.498  -2.552
H  3.058  -2.331  -3.726
H  2.858  -3.363  -2.287
C  3.779  -0.898  -0.300
H  4.774  -1.279  -0.564
H  3.359  -1.485  0.526
H  3.860  0.146  0.033
C  3.195  0.410  -2.756
H  4.290  0.503  -2.760
H  2.754  1.333  -2.357
H  2.833  0.285  -3.784
C  -3.825  -1.794  -2.069
H  -4.891  -1.633  -1.854
H  -3.513  -2.790  -1.732
H  -3.648  -1.727  -3.151
C  -3.545  -0.459  0.432
H  -4.637  -0.561  0.359
H  -3.295  0.493  0.919
H  -3.142  -1.272  1.051
C  -3.414  1.006  -2.023
H  -4.490  1.126  -1.832
H  -3.228  0.943  -3.103
H  -2.850  1.859  -1.623
C  -0.138  0.641  -4.062
C  -0.063  1.123  -6.464
C  -0.093  0.205  -5.431
C  -0.222  2.060  -3.823
C  -0.184  2.959  -4.874
C  -0.102  2.501  -6.196
H  -0.010  0.764  -7.491
H  -0.069  -0.875  -5.598
H  -0.312  2.390  -2.782
H  -0.222  4.027  -4.657
H  -0.073  3.218  -7.016
C  -0.257  -3.286  -0.278
O  -1.060  -2.807  -1.335
C  0.328  -4.643  -0.639
H  0.710  -5.149  0.252
H  1.145  -4.546  -1.362
H  -0.465  -5.257  -1.089
C  -0.936  -3.271  1.083
H  -2.020  -3.418  0.983
H  -0.745  -2.339  1.632
H  -0.529  -4.082  1.695
O  -0.791  2.467  -0.634
C  -0.288  1.871  0.313
N  0.035  2.401  1.550
C  0.324  1.382  2.522
C  0.556  0.192  1.592
O  1.086  -0.895  1.880
N  0.064  0.508  0.360
C  1.513  1.775  3.391
C  2.751  1.151  3.262
C  3.818  1.531  4.087
C  3.648  2.554  5.022
C  2.409  3.196  5.134
C  1.338  2.806  4.324
C  -0.906  1.008  3.342
C  -0.816  -0.123  4.158
C  -1.934  -0.569  4.863
C  -3.147  0.118  4.748
C  -3.227  1.265  3.954
C  -2.102  1.722  3.254
H  -0.167  3.377  1.747
H  2.874  0.338  2.546
H  4.772  1.012  3.984
H  4.478  2.850  5.664
H  2.262  4.001  5.855
H  0.361  3.288  4.423
H  0.139  -0.652  4.217
H  -1.846  -1.456  5.491
H  -4.027  -0.239  5.286
H  -4.163  1.819  3.867
H  -2.164  2.629  2.647


- Which value of max |F| does entry 2 give?
  0.5 eV/A


- Look up the max |F| of the fourth one.
  6.4 eV/A


- Look up the E_tot of the third one.
  -1814.93149 a.u.